Entry from the OMol25 dataset: one molecule with the formula C3H5N3S at a distorted geometry (ωB97M-V with the def2-TZVPD basis set).

```
12
Properties=species:S:1:pos:R:3:nbo_charge:R:1
N 0.586 1.922 -0.045 -0.621
N 0.076 0.645 0.003 -0.223
C -1.285 0.279 0.008 -0.085
C -1.289 -1.091 -0.010 -0.083
N 0.009 -1.528 -0.033 -0.538
C 0.874 -0.477 0.006 0.230
S 2.563 -0.546 0.002 -0.328
H 1.063 2.125 0.813 0.367
H 1.262 1.979 -0.778 0.375
H -2.074 1.001 0.044 0.240
H -2.098 -1.820 -0.012 0.231
H 0.313 -2.488 0.002 0.436
```

Summary:
largest force on an atom	1.57	eV Å⁻¹
frontier orbital gap	8.5	eV
SMILES	Nn1cc[nH]c1=S